(1)
ORCA calculation (ωB97M-V/def2-TZVPD) on a structure of composition C16H36Cl8F18HfO4P3.

## Properties
- charge = +1
- HOMO energy (eV) = -11.7086
- Kohn-Sham gap (eV) = 3.303

```
86
Properties=species:S:1:pos:R:3:mulliken_charge:R:1
Hf -14.373 8.491 -19.367 1.820
P -15.756 5.560 -18.677 1.066
F -14.300 4.921 -18.377 -0.151
F -16.284 4.862 -17.339 -0.350
F -15.130 6.832 -17.909 -0.431
F -17.083 6.485 -18.848 -0.372
F -15.065 6.400 -19.904 -0.417
F -16.323 4.442 -19.631 -0.280
P -12.519 7.712 -15.998 1.531
F -12.145 9.266 -15.949 -0.380
F -13.774 8.106 -15.054 -0.352
F -13.476 8.166 -17.291 0.811
F -13.098 6.206 -16.170 -0.370
F -11.365 7.514 -17.121 -0.521
F -11.560 7.379 -14.732 -0.358
P -11.896 6.954 -20.717 1.264
F -12.690 6.711 -19.236 -0.275
F -11.827 8.414 -19.929 -0.206
F -10.492 6.414 -20.014 -0.292
F -11.098 7.484 -21.973 -0.250
F -12.115 5.422 -21.209 -0.304
F -13.389 7.407 -21.131 -0.410
Cl -10.676 3.080 -15.454 -0.205
C -11.408 3.895 -16.838 0.133
C -10.677 3.510 -18.106 -0.265
Cl -9.005 4.117 -18.129 -0.179
H -11.222 4.957 -16.687 -0.329
H -12.474 3.674 -16.814 0.252
H -11.319 3.948 -18.871 0.079
H -10.570 2.445 -18.302 0.423
Cl -11.723 5.350 -11.705 -0.194
C -12.827 4.935 -12.996 1.159
C -13.486 3.543 -12.987 -0.313
Cl -13.966 3.092 -11.334 -0.200
H -12.277 5.239 -13.885 -0.738
H -13.662 5.626 -12.867 -0.258
H -12.799 2.816 -13.419 0.276
H -14.397 3.593 -13.583 0.276
Cl -16.139 8.980 -13.072 -0.192
C -15.069 8.200 -11.849 0.124
C -15.809 7.058 -11.086 -0.752
Cl -17.016 6.098 -11.930 -0.167
H -14.804 8.982 -11.139 0.427
H -14.172 7.874 -12.375 -0.277
H -16.382 7.571 -10.312 0.436
H -15.092 6.534 -10.453 0.419
Cl -8.034 6.762 -12.319 -0.183
C -8.358 7.468 -13.920 -0.309
C -9.138 8.815 -13.881 0.123
Cl -8.177 10.122 -13.254 -0.201
H -8.931 6.752 -14.507 0.153
H -7.417 7.773 -14.375 0.409
H -10.063 8.681 -13.321 0.129
H -9.482 9.010 -14.897 -0.063
C -10.782 13.010 -15.565 -0.946
O -11.916 12.244 -15.139 0.084
C -12.175 12.307 -13.751 -0.567
C -13.505 11.529 -13.599 0.228
O -14.568 12.129 -14.467 -0.086
C -14.894 13.517 -14.376 -0.978
H -9.835 12.647 -15.163 0.284
H -10.827 14.081 -15.357 0.336
H -10.769 13.011 -16.655 0.269
H -12.199 13.364 -13.486 0.398
H -11.397 11.708 -13.274 0.334
H -13.909 11.466 -12.589 0.366
H -13.373 10.494 -13.912 -0.521
H -14.289 14.151 -15.026 0.278
H -14.657 13.855 -13.365 0.377
H -15.934 13.769 -14.583 0.274
C -16.763 8.756 -16.910 -0.699
O -15.671 9.459 -17.602 -0.501
C -14.980 10.405 -16.759 -0.364
C -14.026 11.282 -17.593 -0.121
O -13.151 10.394 -18.357 -0.238
C -11.824 10.988 -18.540 -0.988
H -16.514 7.945 -16.228 0.263
H -17.505 8.389 -17.618 0.288
H -17.340 9.517 -16.383 0.381
H -14.611 10.045 -15.799 -0.221
H -15.657 11.187 -16.407 0.912
H -13.418 11.828 -16.869 -0.106
H -14.543 12.074 -18.136 0.479
H -11.359 10.658 -19.468 0.344
H -11.160 10.834 -17.692 0.203
H -11.987 12.035 -18.799 0.472
```


(2)
ORCA calculation (ωB97M-V/def2-TZVPD) on the molecule C4H9ClO.

## Properties
- SMILES string = CC(C)(Cl)CO
- charge = 0
- HOMO energy (eV) = -10.6176
- Kohn-Sham gap (eV) = 11.439

```
15
Properties=species:S:1:pos:R:3:mulliken_charge:R:1
C -0.249 -0.656 1.522 -1.410
C -0.317 -0.357 0.026 1.137
C -1.479 -1.130 -0.688 -1.373
Cl -0.535 1.462 -0.085 -0.232
C 1.007 -0.684 -0.659 -0.904
O 2.124 -0.023 -0.018 -0.486
H 0.613 -0.195 1.985 0.343
H -0.190 -1.731 1.618 0.340
H -1.177 -0.356 1.931 0.434
H -1.483 -0.809 -1.793 0.314
H -1.262 -2.163 -0.634 0.386
H -2.466 -1.064 -0.232 0.379
H 1.052 -0.469 -1.684 0.435
H 1.260 -1.779 -0.567 0.314
H 1.970 0.853 -0.230 0.323
```


(3)
ORCA calculation (ωB97M-V/def2-TZVPD) on the molecule C5H11NO.

## Properties
- charge = 0
- HOMO energy (eV) = -7.0025
- Kohn-Sham gap (eV) = 7.695

```
18
Properties=species:S:1:pos:R:3:mulliken_charge:R:1
C -1.089 -0.083 -1.246 -1.530
C 0.313 0.121 -0.705 0.551
C 0.737 1.582 -0.725 -1.477
N 0.425 -0.377 0.730 0.107
C -0.532 -0.147 1.839 -0.925
C 0.533 -1.851 0.868 -0.103
O 0.186 -2.597 -0.009 -0.461
H -1.805 0.454 -0.617 0.375
H -1.149 0.315 -2.265 0.417
H -1.349 -1.143 -1.268 0.352
H 1.027 -0.489 -1.272 0.262
H 1.764 1.718 -0.361 0.393
H 0.699 1.973 -1.747 0.413
H 0.061 2.175 -0.101 0.352
H -0.388 0.839 2.284 0.263
H -1.554 -0.413 1.568 0.253
H 1.315 -0.014 1.076 0.326
H 0.849 -2.108 1.884 0.433
```


(4)
ORCA calculation (ωB97M-V/def2-TZVPD) on a structure of composition C28H43AlCl2F9N3Na2O13P3S2.

## Properties
- charge = +1
- HOMO energy (eV) = -10.3306
- Kohn-Sham gap (eV) = 3.706

```
106
Properties=species:S:1:pos:R:3:mulliken_charge:R:1
C -0.873 -3.320 -4.048 -0.600
C -0.491 -2.020 -3.255 0.358
C 0.894 -1.405 -3.620 -0.771
C 2.050 -2.455 -3.771 0.473
C 2.655 -2.460 -5.244 -1.613
P 3.504 -2.177 -2.617 -0.008
N 2.985 -1.302 -1.139 -0.132
C 3.901 -0.673 -0.727 0.527
S 5.230 0.061 -0.226 -0.329
P 4.067 -4.202 -1.996 0.105
C 3.155 -4.561 -0.400 -0.660
O 5.738 -4.185 -1.731 -0.421
H -1.979 -3.340 -4.279 0.135
H -0.676 -4.193 -3.363 0.229
H -0.250 -3.459 -4.956 0.331
H -1.286 -1.270 -3.483 -0.399
H -0.609 -2.230 -2.163 0.435
H 1.163 -0.716 -2.777 0.072
H 0.800 -0.736 -4.510 0.399
H 1.716 -3.513 -3.607 0.293
H 3.075 -3.465 -5.489 0.337
H 1.910 -2.120 -5.995 0.415
H 3.520 -1.748 -5.260 0.499
H 3.646 -5.390 0.151 0.302
H 3.095 -3.616 0.197 0.038
H 2.092 -4.833 -0.616 0.324
H 6.069 -4.834 -2.373 0.349
C -0.176 2.496 0.101 -0.624
O 0.546 1.534 0.835 -0.108
C 1.968 1.643 0.738 -0.476
C 2.576 2.190 2.022 0.135
N 2.259 3.602 2.213 -0.079
C 2.519 4.112 3.561 -0.318
C 1.833 3.426 4.746 -0.612
O 0.426 3.623 4.822 -0.538
C -0.319 2.813 3.950 0.070
H -1.218 2.164 0.047 0.314
H -0.157 3.473 0.598 -0.079
H 0.203 2.595 -0.919 0.363
H 2.273 2.225 -0.139 0.524
H 2.339 0.626 0.599 -0.340
H 3.664 2.072 1.985 0.403
H 2.196 1.574 2.845 -0.040
H 1.282 3.750 2.005 -0.100
H 2.209 5.161 3.557 -0.172
H 3.601 4.102 3.730 0.507
H 2.236 3.880 5.655 0.480
H 2.072 2.359 4.817 0.321
H 0.118 1.822 3.827 0.164
H -0.414 3.309 2.986 -0.407
H -1.333 2.695 4.359 0.516
C -6.028 -3.162 -5.501 0.594
F -6.500 -3.608 -6.668 -0.226
F -7.055 -2.563 -4.880 -0.232
F -5.732 -4.268 -4.763 -0.254
S -4.576 -2.031 -5.712 1.041
O -5.084 -0.945 -6.501 -0.644
O -3.565 -2.835 -6.384 -0.649
O -4.184 -1.645 -4.354 -0.576
Cl 1.151 6.671 1.126 -0.164
C 2.207 7.846 1.956 -0.465
C 1.788 9.273 1.692 -0.488
Cl 2.068 9.752 0.001 -0.177
H 3.231 7.663 1.635 0.329
H 2.140 7.633 3.023 0.276
H 2.374 9.950 2.315 0.337
H 0.734 9.430 1.918 0.334
Al -3.254 -4.512 -3.583 0.585
F -0.910 -2.639 4.470 -0.321
P -0.820 -1.018 4.588 0.923
F -0.070 0.194 5.403 -0.325
F -2.090 -0.010 4.457 -0.335
F -1.153 -0.995 2.985 -0.315
F 0.758 -1.175 4.176 -0.230
F -1.463 -1.466 6.011 -0.335
N -10.204 -1.600 -2.541 -0.534
C -10.941 -0.635 -1.986 -0.216
C -10.971 0.673 -2.445 -0.325
C -10.189 1.002 -3.540 -0.356
C -9.414 0.018 -4.132 -0.385
C -9.458 -1.261 -3.598 -0.326
H -11.534 -0.939 -1.130 0.361
H -11.591 1.414 -1.957 0.360
H -10.183 2.014 -3.928 0.374
H -8.789 0.236 -4.989 0.385
H -8.874 -2.063 -4.028 0.688
C -3.431 0.954 -3.095 0.842
O -4.554 1.094 -3.550 -0.304
O -3.119 1.053 -1.887 -0.323
O -2.409 0.702 -3.768 -0.292
C 4.770 -3.627 3.617 -1.063
C 4.893 -3.732 4.949 0.408
C 5.122 -2.530 5.808 1.081
O 5.211 -2.659 7.007 -0.550
C 5.237 -1.221 5.144 -0.462
C 5.116 -1.116 3.816 -0.530
C 4.859 -2.327 2.958 1.108
O 4.738 -2.189 1.760 -0.281
O 5.225 0.093 3.192 -0.596
O 4.817 -4.912 5.567 -0.549
H 4.602 -4.489 2.986 0.480
H 5.418 -0.359 5.775 0.554
H 5.100 -0.090 2.232 -0.095
H 4.933 -4.725 6.519 0.355
Na -1.709 3.611 2.332 0.926
Na 7.558 -1.018 3.858 0.991
```


(5)
ORCA calculation (ωB97M-V/def2-TZVPD) on the molecule C5H6N2.

## Properties
- charge = 0
- HOMO energy (eV) = -9.2508
- Kohn-Sham gap (eV) = 9.612

```
13
Properties=species:S:1:pos:R:3:mulliken_charge:R:1
N 1.959 -0.180 1.856 -0.463
C 1.502 0.095 0.828 0.114
C 1.071 0.381 -0.543 -0.050
C -0.088 -0.450 -0.998 0.189
C -0.618 -1.072 0.256 -0.895
C -0.965 0.970 0.400 -0.338
N -0.234 0.976 -0.815 -0.400
H 1.871 0.684 -1.204 0.361
H -0.110 -0.875 -1.997 0.400
H -1.645 -1.341 0.428 0.277
H 0.016 -1.956 0.522 0.257
H -2.045 0.902 0.257 0.288
H -0.713 1.865 1.009 0.259
```


(6)
ORCA calculation (ωB97M-V/def2-TZVPD) on a structure of composition C13H15CrN7S4.

## Properties
- multiplicity = 5
- charge = 0
- HOMO energy (alpha / beta) (eV) = -6.1219 / -6.2527
- Kohn-Sham gap (alpha / beta) (eV) = 6.074 / 6.181

```
40
Properties=species:S:1:pos:R:3:mulliken_charge:R:1
Cr -0.211 -0.458 -0.661 0.058
C -2.110 3.236 0.823 -1.766
C -1.565 2.039 0.115 1.007
N -0.901 1.092 0.696 0.082
N -0.668 1.188 2.056 -0.366
C -0.770 0.085 2.822 0.436
N -0.392 0.242 4.116 -0.464
S -1.421 -1.340 2.261 -0.389
C -1.705 1.843 -1.341 0.245
C -1.836 2.914 -2.172 -0.690
C -1.648 2.652 -3.583 -0.459
C -1.282 1.439 -4.009 -0.774
C -1.085 0.285 -3.081 0.246
N -1.534 0.555 -1.723 -0.282
H -2.489 2.963 1.809 0.494
H -2.916 3.675 0.243 0.446
H -1.335 3.997 0.950 0.363
H -0.354 2.070 2.432 0.282
H 0.235 0.980 4.390 0.202
H -0.408 -0.589 4.680 0.224
H -1.999 3.915 -1.808 0.305
H -1.765 3.464 -4.290 0.370
H -1.081 1.267 -5.059 0.387
H -1.638 -0.585 -3.453 0.221
S -0.740 -4.144 -3.776 -0.245
C -1.120 -3.551 -2.402 0.474
S -1.484 -2.924 -1.022 -0.199
S 0.687 -0.290 -2.925 -0.521
N 2.913 -3.916 2.396 -0.434
C 2.848 -2.803 1.616 0.436
C 1.617 -2.361 1.091 -0.247
N 1.561 -1.296 0.315 0.231
C 2.706 -0.655 0.016 -0.206
C 3.896 -1.102 0.547 -0.451
N 3.978 -2.160 1.351 -0.613
H 2.077 -4.326 2.767 0.205
H 3.787 -4.116 2.848 0.251
H 0.690 -2.870 1.317 0.292
H 2.642 0.179 -0.669 0.481
H 4.822 -0.589 0.319 0.365
```